{
  "formula": "C33H17BCo2F6O6",
  "method": "ωB97M-V/def2-TZVPD",
  "de_lowest_kj_mol": 0.00,
  "fmax_ev_per_a": 4.5,
  "orbital_gap_ev": 7.0,
  "elements": ["F", "C", "C", "C", "C", "C", "F", "C", "B", "C", "C", "F", "C", "C", "C", "C", "F", "C", "C", "F", "C", "C", "C", "C", "F", "H", "H", "H", "H", "H", "H", "H", "H", "H", "H", "O", "C", "Co", "C", "O", "C", "O", "C", "C", "C", "C", "C", "C", "C", "C", "C", "Co", "C", "O", "C", "O", "C", "O", "H", "H", "H", "H", "H", "H", "H"],
  "positions_angstrom": [[-0.11047, 4.81442, 4.03626], [-0.17034, 3.83556, 3.07057], [-1.20736, 3.92256, 2.15010], [-1.35709, 2.87422, 1.22680], [-0.53592, 1.75034, 1.25923], [0.46070, 1.70909, 2.21873], [1.17407, 0.54169, 2.36300], [0.68916, 2.73663, 3.17723], [1.63323, 2.56507, 4.38639], [2.01181, 3.70203, 5.33425], [2.87836, 4.77454, 5.14472], [3.44762, 4.96170, 3.90779], [3.07970, 5.75917, 6.10017], [2.36015, 5.64835, 7.30485], [1.42672, 4.61819, 7.52450], [1.30679, 3.66296, 6.53354], [0.32009, 2.72558, 6.66473], [1.71094, 1.16606, 4.98486], [2.85617, 0.61081, 5.55748], [4.02546, 1.33174, 5.55285], [2.82000, -0.60087, 6.23431], [1.58797, -1.27648, 6.28527], [0.40100, -0.72982, 5.77410], [0.50080, 0.48758, 5.13759], [-0.66104, 1.11848, 4.78875], [3.52441, 2.55081, 3.31848], [-1.88793, 4.76205, 2.23470], [-2.16738, 2.93994, 0.50187], [-0.70437, 0.89050, 0.59627], [3.75895, 6.58824, 5.88798], [2.53032, 6.38727, 8.10007], [0.81870, 4.56897, 8.43267], [3.70722, -0.97987, 6.74221], [1.52498, -2.25352, 6.78176], [-0.58052, -1.20337, 5.88607], [8.82721, 0.04001, 2.91855], [8.44665, 1.12854, 2.83985], [7.90852, 2.78731, 2.70187], [7.99264, 3.28663, 4.37646], [8.22854, 3.43900, 5.48227], [9.39135, 3.49116, 2.10008], [10.45464, 3.83093, 1.82194], [6.38188, 2.70541, 1.34765], [6.77264, 1.88135, 0.15936], [8.02379, 1.96507, -0.50082], [8.34275, 1.11673, -1.56337], [7.43388, 0.14487, -1.97072], [6.26971, -0.07898, -1.19995], [5.93617, 0.79941, -0.16976], [5.22283, 2.90924, 2.03003], [3.96108, 2.25645, 2.34085], [6.10897, 4.42422, 1.86013], [7.63012, 5.07924, 1.09529], [8.45991, 5.60605, 0.45247], [6.34787, 5.12586, 3.49331], [6.37434, 5.80259, 4.43904], [4.94636, 5.53509, 1.06025], [4.21178, 6.25755, 0.54904], [8.74123, 2.73365, -0.20441], [9.29070, 1.25083, -2.09965], [7.68684, -0.51050, -2.78895], [5.62017, -0.91288, -1.46830], [4.96588, 0.66249, 0.30744], [3.28068, 2.58282, 1.60095], [4.07255, 1.16849, 2.32505]],
  "forces_ev_per_a": [[-0.007, -0.699, -1.051], [-0.312, 0.109, 0.500], [0.382, -0.504, -0.051], [-0.190, 0.712, 0.401], [0.248, -0.287, -0.062], [-0.048, -0.018, 0.884], [-0.397, 1.022, -0.553], [-0.023, 0.011, -1.296], [-0.889, 0.035, -0.465], [0.650, 0.593, 0.226], [-0.519, 0.561, -0.104], [-0.254, -0.445, 0.778], [-0.224, -0.276, 0.377], [0.088, -0.020, 0.051], [0.603, 0.417, -0.043], [-0.383, 0.492, 0.279], [0.573, 0.564, 0.243], [0.506, -0.653, 0.036], [-0.291, -0.001, 0.559], [-0.909, -0.555, -0.260], [-0.390, -0.160, -0.144], [-0.026, -0.159, 0.207], [0.323, -0.147, 0.017], [-0.089, -0.155, 0.472], [0.624, -0.693, 0.003], [0.560, 0.022, -0.544], [0.051, -0.103, -0.284], [0.201, -0.112, 0.157], [0.176, 0.514, 0.329], [-0.243, -0.323, 0.182], [-0.167, -0.302, -0.486], [0.285, -0.003, -0.402], [-0.256, 0.024, -0.291], [0.145, 0.509, -0.151], [0.536, 0.113, -0.005], [-0.578, 1.892, -0.123], [0.250, -2.068, 0.065], [-1.571, 1.292, -0.297], [-0.237, -0.879, 1.796], [0.065, 0.337, -0.080], [2.352, 0.049, -1.032], [-0.915, -0.179, 0.406], [-0.573, -2.726, -1.079], [0.156, -0.889, 0.289], [-0.539, 0.383, 0.011], [-0.258, 0.477, -0.029], [-0.309, -0.395, 1.184], [0.651, 0.439, -0.819], [-0.082, -0.002, -0.682], [1.260, -1.614, -0.796], [0.551, -0.799, 1.606], [2.233, 3.128, 0.760], [2.126, 2.567, -3.079], [-2.666, -1.967, 2.403], [-0.856, 2.877, 2.378], [0.201, -2.004, -2.116], [-1.306, 1.005, -0.458], [1.313, -1.313, 0.829], [-0.290, -0.276, -0.107], [-0.434, -0.071, 0.286], [-0.078, -0.090, -0.118], [0.056, 0.289, 0.151], [0.351, 0.084, 0.136], [-0.970, 0.267, -0.983], [-0.243, 0.101, -0.015]]
}

=====

{
  "formula": "C33H19N10O2Zr",
  "method": "ωB97M-V/def2-TZVPD",
  "de_lowest_kj_mol": 577.05,
  "fmax_ev_per_a": 1.0,
  "orbital_gap_ev": 4.7,
  "charge": 1,
  "elements": ["Zr", "C", "C", "C", "C", "C", "N", "C", "C", "C", "C", "C", "C", "C", "C", "N", "C", "N", "C", "N", "C", "N", "C", "N", "C", "N", "C", "C", "C", "C", "C", "C", "C", "C", "C", "C", "C", "C", "C", "C", "N", "H", "H", "H", "H", "H", "H", "H", "H", "H", "H", "H", "H", "H", "H", "H", "H", "N", "N", "C", "O", "O", "H", "H", "H"],
  "positions_angstrom": [[-0.12370, 0.23151, -0.09912], [6.68484, 1.35127, -0.18914], [6.75017, -0.01402, -0.48276], [5.60099, -0.78433, -0.61187], [4.39297, -0.13811, -0.43567], [3.01130, -0.63871, -0.48456], [2.74729, -1.86573, -0.70085], [1.52169, -2.46287, -0.64988], [1.40376, -3.85698, -0.84533], [2.36687, -4.83867, -1.15466], [1.93493, -6.13125, -1.25266], [0.56921, -6.46583, -1.04398], [-0.37206, -5.51882, -0.73874], [0.06185, -4.18561, -0.64229], [-0.62982, -2.98118, -0.33464], [-1.90667, -2.96439, -0.01715], [-2.64238, -1.93550, 0.28240], [-2.21787, -0.59751, 0.27860], [-3.29391, 0.15254, 0.54031], [-3.09856, 1.51046, 0.25952], [-0.94936, 2.60778, 0.02669], [0.35734, 2.23976, 0.60840], [1.24852, 3.09233, 0.16316], [2.55206, 2.82089, 0.07754], [2.91152, 1.56708, -0.05971], [2.12470, 0.43093, -0.22818], [4.32848, 1.20845, -0.14633], [5.46414, 1.98937, -0.01849], [0.58942, 4.31387, -0.32530], [1.10370, 5.53265, -0.72394], [0.19798, 6.48474, -1.17788], [-1.16536, 6.20745, -1.23947], [-1.67653, 4.96908, -0.85461], [-0.77377, 4.03590, -0.39468], [-4.46150, -0.61729, 0.75584], [-5.79379, -0.28292, 1.04517], [-6.68534, -1.31691, 1.17641], [-6.27022, -2.65996, 1.02412], [-4.96728, -2.99431, 0.73730], [-4.04620, -1.95281, 0.60105], [0.30639, -1.90188, -0.36881], [7.60225, 1.91696, -0.09831], [7.71862, -0.47837, -0.61389], [5.64292, -1.84034, -0.84057], [3.40266, -4.56915, -1.30712], [2.63761, -6.91837, -1.49108], [0.26996, -7.50258, -1.12973], [-1.40986, -5.77679, -0.58008], [5.39643, 3.04673, 0.19824], [2.16571, 5.73254, -0.67855], [0.55518, 7.45610, -1.49177], [-1.84291, 6.96914, -1.60184], [-2.73374, 4.75223, -0.92643], [-6.10571, 0.74697, 1.15725], [-7.72304, -1.10792, 1.39742], [-7.00549, -3.44643, 1.13415], [-4.65934, -4.02403, 0.61807], [-0.64168, 0.54050, 2.21731], [-1.69347, 1.52123, 2.25179], [-2.06748, 2.13183, 0.99731], [-3.36044, 2.64543, 1.15942], [-1.00652, 1.67820, -1.08637], [-0.96729, -0.25546, 2.75660], [0.20185, 0.92037, 2.63755], [-1.53202, 2.22074, 2.96479]],
  "forces_ev_per_a": [[0.376, -0.389, 0.880], [-0.016, -0.030, 0.003], [-0.009, 0.016, 0.001], [0.061, -0.001, 0.003], [-0.079, -0.167, -0.038], [0.027, 0.280, 0.065], [-0.203, -0.221, 0.030], [0.073, 0.235, -0.032], [0.175, -0.202, -0.056], [-0.064, 0.087, 0.023], [-0.105, -0.072, 0.008], [0.108, -0.025, -0.023], [0.015, 0.092, 0.003], [-0.062, -0.181, -0.008], [-0.133, 0.142, 0.010], [0.211, 0.004, -0.034], [-0.090, 0.091, 0.058], [0.008, -0.050, -0.109], [-0.057, 0.068, 0.017], [-0.099, 0.056, 0.030], [-0.002, 0.028, 0.084], [-0.118, -0.001, -0.033], [0.001, 0.139, -0.112], [-0.029, -0.079, -0.004], [0.013, -0.065, 0.083], [-0.081, -0.096, -0.159], [-0.078, 0.177, 0.006], [0.044, -0.002, -0.019], [0.111, -0.017, 0.048], [-0.017, 0.032, -0.036], [0.011, -0.011, 0.008], [-0.009, -0.008, 0.004], [0.022, 0.015, -0.039], [-0.081, -0.001, -0.038], [-0.012, 0.087, 0.025], [0.027, -0.012, -0.008], [0.015, -0.073, -0.004], [-0.059, 0.043, 0.013], [0.018, 0.006, -0.004], [0.022, -0.120, -0.015], [0.054, -0.131, -0.016], [0.000, -0.007, -0.001], [0.000, 0.010, 0.003], [-0.001, 0.009, 0.002], [-0.008, 0.022, 0.004], [-0.019, -0.008, 0.002], [0.016, 0.003, -0.003], [0.004, 0.011, 0.002], [-0.002, -0.012, -0.001], [-0.007, 0.001, 0.002], [-0.003, -0.002, 0.003], [0.007, 0.000, 0.002], [0.007, -0.003, 0.011], [0.019, -0.001, 0.000], [0.001, -0.011, -0.003], [-0.006, 0.012, 0.005], [0.000, 0.007, -0.004], [0.067, 0.153, -0.309], [0.065, -0.188, -0.008], [-0.231, 0.199, -0.109], [0.221, -0.184, -0.084], [-0.153, 0.443, -0.140], [-0.008, -0.101, -0.053], [0.029, -0.019, 0.062], [0.015, 0.024, 0.000]]
}